1.
C21H18Br2N3O3Pd | ωB97M-V/def2-TZVPD

```
48
Properties=species:S:1:pos:R:3:forces:R:3:lowdin_charge:R:1
Pd -0.2872 -0.9267 0.2840 -0.373 -0.372 -0.283 0.777
O 2.4906 0.8906 4.3999 -0.026 0.002 0.032 0.047
C 1.1475 1.1671 4.5273 0.097 -0.008 -0.103 -0.265
C 0.6637 2.1334 5.3909 -0.053 0.010 -0.003 -0.015
C -0.7011 2.3869 5.4281 0.025 -0.005 0.006 -0.073
C -1.5677 1.6804 4.6087 -0.003 0.031 0.029 -0.076
C -1.0660 0.7070 3.7560 0.011 -0.101 0.031 -0.032
C 0.2916 0.4375 3.7074 -0.070 0.097 0.032 -0.109
C 0.8715 -0.6246 2.7967 0.055 -0.005 -0.123 -0.369
O -0.0903 -1.3823 2.1432 0.028 0.105 0.217 -0.278
N 1.7637 0.0273 1.8111 0.108 -0.192 -0.048 0.051
N 1.4786 -0.1000 0.5159 0.043 0.215 0.054 -0.152
C 2.1997 0.3825 -0.4305 0.005 -0.036 -0.029 -0.148
C 1.8248 0.3002 -1.8297 0.094 -0.070 -0.058 -0.546
Br 0.1612 -0.6036 -2.1874 -0.067 0.142 0.200 0.904
C 2.6060 0.7549 -2.8126 0.005 0.028 0.033 -0.073
C 2.4523 0.7722 -4.2681 -0.052 -0.044 0.022 -0.232
C 1.2226 0.8866 -4.9209 0.045 0.040 -0.008 -0.068
C 1.1660 0.8861 -6.3050 -0.009 0.000 0.020 -0.065
C 2.3286 0.7710 -7.0532 0.009 -0.002 -0.025 -0.065
C 3.5576 0.6828 -6.4150 0.002 0.003 0.019 -0.063
C 3.6192 0.6970 -5.0328 0.001 -0.025 -0.020 -0.031
H 2.9871 1.3601 5.0787 -0.002 0.003 0.000 0.116
H 1.3456 2.6884 6.0249 0.003 0.001 0.002 0.118
H -1.0817 3.1405 6.1043 -0.007 0.001 -0.005 0.110
H -2.6300 1.8796 4.6443 -0.001 -0.010 -0.007 0.105
H -1.7264 0.1164 3.1354 -0.011 0.011 -0.008 0.091
H 1.5034 -1.3019 3.3836 -0.054 -0.002 0.073 0.157
H 2.6089 0.5000 2.0986 -0.001 -0.007 0.023 0.146
H 3.1284 0.8948 -0.1970 0.010 -0.023 0.015 0.144
H 3.5546 1.1490 -2.4550 -0.011 0.036 -0.011 0.129
H 0.3125 1.0277 -4.3570 -0.021 -0.009 0.006 0.072
H 0.2104 0.9872 -6.8017 0.000 0.003 0.003 0.111
H 2.2782 0.7676 -8.1338 0.000 0.002 0.002 0.111
H 4.4685 0.6123 -6.9938 -0.001 -0.002 -0.002 0.111
H 4.5799 0.6382 -4.5357 -0.001 -0.003 0.002 0.117
O -6.1752 -2.7983 0.5100 0.013 -0.068 -0.017 0.120
C -4.8812 -2.4782 0.4489 0.105 -0.022 0.106 -0.289
C -3.8444 -3.4179 0.4421 -0.050 0.186 -0.014 0.030
C -2.5521 -2.9564 0.3801 0.064 -0.042 0.074 -0.090
N -2.2432 -1.6528 0.3170 0.480 0.140 -0.069 -0.119
C -3.2397 -0.7694 0.3456 -0.161 0.158 -0.331 -0.719
Br -2.7844 1.0548 0.1833 -0.081 -0.074 0.105 0.814
C -4.5654 -1.1211 0.4050 -0.053 -0.082 0.106 -0.021
H -6.2985 -3.7550 0.5486 -0.019 0.014 -0.003 0.132
H -4.0326 -4.4812 0.4910 -0.042 -0.006 -0.005 0.128
H -1.7135 -3.6384 0.3894 0.000 -0.007 -0.006 0.128
H -5.3420 -0.3725 0.4291 -0.033 -0.014 -0.035 0.126
```
Forces are in eV/Å.

As for the charge: +1. The lowest unoccupied orbital energy comes out at -0.1172 Eh. As for the molar mass: 626.62 g mol⁻¹. The calculation puts the orbital gap at 7.615 eV. For the energy above the lowest of the compared OMol25 structures with the same formula, charge and spin, the calculation gives 0.0 kJ/mol. The HOMO energy is -10.80 eV.

***

2.
C21H18Br4ClNO2SSiTi | ωB97M-V/def2-TZVPD

```
50
Properties=species:S:1:pos:R:3:forces:R:3:lowdin_charge:R:1
Ti 0.4403 1.2500 0.6818 -0.005 0.011 -0.203 0.834
C 0.6814 -4.1639 -3.9396 -0.013 -0.016 -0.003 -0.188
Si 1.4844 -2.9235 -2.7898 -0.027 -0.017 0.014 0.505
C 2.7367 -1.9237 -3.7452 -0.005 0.036 0.002 -0.178
C 2.2670 -3.8249 -1.3540 0.007 0.008 0.011 -0.176
C 0.0983 -1.8049 -2.1359 0.119 0.088 0.042 -0.220
C -1.2265 -2.0086 -2.4917 -0.041 -0.016 -0.006 -0.059
C -2.2604 -1.2085 -1.9997 0.016 -0.030 -0.026 -0.043
C -1.9333 -0.1921 -1.1382 0.021 0.018 0.011 -0.102
N -0.6626 0.0429 -0.7919 -0.010 0.090 0.168 -0.079
C 0.3331 -0.7255 -1.2612 -0.149 -0.166 -0.189 -0.712
S 1.8827 -0.2177 -0.6394 0.139 0.068 0.050 0.668
H 1.4461 -4.8328 -4.3410 -0.001 0.000 0.002 0.035
H 0.1917 -3.6818 -4.7885 0.002 0.001 0.002 0.036
H -0.0560 -4.7836 -3.4246 0.002 -0.006 -0.005 0.034
H 3.5115 -2.5798 -4.1487 -0.002 -0.006 0.008 0.035
H 3.2186 -1.1760 -3.1152 0.009 0.003 -0.003 0.008
H 2.2664 -1.4067 -4.5844 -0.003 0.000 0.005 0.037
H 3.0462 -4.5049 -1.7062 -0.002 0.005 -0.007 0.034
H 1.5220 -4.4171 -0.8181 0.003 0.002 0.007 0.035
H 2.7187 -3.1262 -0.6490 -0.002 -0.009 0.005 0.011
H -1.4732 -2.8180 -3.1692 -0.015 0.008 0.000 0.097
H -3.2893 -1.3792 -2.2805 0.000 -0.002 -0.001 0.107
H -2.6786 0.4625 -0.7048 0.000 -0.008 -0.002 0.117
Br 3.4131 6.7258 3.4986 -0.007 -0.011 -0.012 0.729
C 2.4597 5.5796 2.3481 0.002 0.017 0.007 -0.743
C 1.7985 6.0879 1.2310 -0.003 0.022 0.012 -0.744
Br 1.8433 7.9308 0.8470 0.000 -0.013 0.001 0.729
C 1.0863 5.2320 0.3826 0.010 0.002 -0.031 -0.648
Br 0.1599 5.8222 -1.1409 -0.004 0.003 0.003 0.796
C 1.0561 3.8831 0.6671 -0.031 -0.063 -0.044 -0.358
O 0.4102 2.9414 -0.0541 0.068 0.050 0.091 -0.190
C 1.7225 3.3692 1.7857 0.012 -0.075 0.001 -0.370
O 1.5964 2.0379 1.9282 -0.018 0.074 -0.013 -0.222
C 2.4207 4.2090 2.6304 0.025 -0.009 -0.005 -0.648
Br 3.2793 3.4337 4.1091 -0.001 0.003 0.007 0.798
Cl 0.2910 -0.8831 2.2491 -0.057 -0.052 0.099 0.795
C -1.4308 -0.8402 2.6128 0.004 0.084 -0.038 -0.536
C -2.0135 -1.9436 3.2044 -0.005 -0.040 0.006 -0.095
C -3.3799 -1.9198 3.4370 -0.010 0.029 -0.014 -0.082
C -4.1211 -0.8038 3.0705 0.033 -0.014 -0.001 -0.077
C -3.4988 0.2885 2.4853 -0.048 -0.028 0.010 -0.039
C -2.1249 0.3046 2.2448 0.079 -0.030 -0.016 -0.320
C -1.4226 1.4777 1.6410 -0.122 0.015 0.011 -0.203
H -1.4126 -2.8038 3.4655 -0.005 0.001 0.004 0.108
H -3.8619 -2.7723 3.8958 0.004 -0.003 0.002 0.105
H -5.1885 -0.7833 3.2462 -0.002 0.001 -0.002 0.105
H -4.0814 1.1600 2.2118 0.001 0.003 0.002 0.118
H -1.1953 2.2218 2.4158 0.043 -0.039 0.025 0.088
H -2.0706 1.9889 0.9223 -0.010 0.009 0.015 0.069
```
Forces are in eV/Å.

As for the charge: 0. The lowest unoccupied orbital energy comes out at -0.0236 Eh. As for the molar mass: 779.47 g mol⁻¹. The calculation puts the orbital gap at 7.695 eV. For the energy above the lowest of the compared OMol25 structures with the same formula, charge and spin, the calculation gives 0.0 kJ/mol. The HOMO energy is -8.34 eV.

***

3.
C21H18Cl2N2O3 | ωB97M-V/def2-TZVPD

```
46
Properties=species:S:1:pos:R:3:forces:R:3:lowdin_charge:R:1
Cl 3.9761 3.4178 -1.5659 0.131 -0.002 -0.163 0.762
C 2.2879 3.1545 -1.5911 -0.804 0.582 0.022 -0.579
C 1.4126 4.1810 -1.5427 1.293 -0.378 0.157 -0.004
C -0.0251 3.9801 -1.3403 -1.437 -0.018 0.627 -0.404
O -0.7772 4.8910 -0.9883 1.106 -1.101 -0.733 0.061
C -0.4924 2.5640 -1.5137 0.841 0.609 0.093 -0.598
Cl -2.1911 2.3346 -1.4613 -0.196 -0.151 -0.051 0.742
C 0.3703 1.5204 -1.5582 -1.021 0.204 -1.140 -0.065
C 1.8299 1.7286 -1.6057 1.330 -1.362 0.623 -0.382
O 2.6207 0.7827 -1.5831 -1.281 1.604 -0.378 0.089
H 1.7958 5.1945 -1.5149 -0.187 0.002 0.046 0.123
H 0.0172 0.5312 -1.8401 0.213 0.238 0.073 0.124
C -1.7888 -5.8622 -0.7022 0.244 0.043 -0.066 -0.061
N -2.4249 -4.5742 -0.8824 -0.278 -0.173 0.212 -0.198
C -3.5279 -4.5902 -1.8244 -0.082 -0.078 0.006 -0.046
C -1.8592 -3.4263 -0.4156 0.199 0.207 -0.218 -0.217
C -0.4988 -3.3699 -0.0341 -0.636 0.092 -0.151 0.023
C 0.0878 -2.1652 0.2645 -0.495 0.158 0.093 0.018
N -0.6290 -0.9934 0.3017 -0.448 -0.780 -0.542 -0.024
C -0.0283 0.2605 0.4911 0.491 0.544 1.808 -0.105
C 1.2605 0.3605 1.0999 -0.439 -0.159 0.099 -0.395
C 1.6206 1.7037 1.7074 0.063 -0.238 0.080 -0.153
C 2.9381 2.1451 1.5647 -0.009 0.225 -0.120 -0.050
C 3.3387 3.3591 2.1171 -0.256 -0.077 0.088 -0.083
C 2.4411 4.0962 2.9002 -0.040 -0.197 -0.076 -0.085
C 1.1341 3.6303 3.0911 0.105 -0.020 -0.136 -0.079
C 0.7199 2.4382 2.4873 0.186 0.213 -0.266 -0.031
O 2.0940 -0.5628 1.1565 -0.012 0.411 0.023 -0.002
C -1.9872 -1.0507 0.0517 0.771 -0.190 -0.129 -0.018
C -2.5987 -2.2137 -0.3297 0.248 -0.046 0.020 0.014
H -1.3050 -5.9217 0.2788 -0.151 -0.029 -0.187 0.093
H -2.5647 -6.6326 -0.7690 0.222 0.094 0.087 0.089
H -1.0356 -6.0642 -1.4791 -0.078 -0.019 0.107 0.099
H -4.0239 -3.6193 -1.8795 0.078 -0.299 -0.034 0.075
H -3.1729 -4.8632 -2.8324 -0.062 0.133 0.204 0.100
H -4.2456 -5.3576 -1.5084 -0.030 0.265 -0.114 0.092
H 0.1348 -4.2526 -0.0443 -0.167 0.232 -0.051 0.111
H 1.1409 -2.0982 0.4886 -0.015 0.357 -0.008 0.116
H -0.7470 1.0629 0.6607 0.203 -0.417 -0.105 0.095
H 3.6348 1.5410 0.9821 -0.210 0.125 0.146 0.115
H 4.3476 3.7236 1.9189 -0.255 -0.062 0.207 0.103
H 2.7722 5.0229 3.3736 -0.178 -0.237 -0.188 0.101
H 0.4270 4.2055 3.6938 0.270 -0.194 -0.156 0.102
H -0.3018 2.0721 2.6081 0.297 0.166 0.070 0.111
H -2.5196 -0.1052 0.1396 0.192 -0.275 -0.066 0.110
H -3.6581 -2.1788 -0.5712 0.282 -0.002 0.187 0.109
```
Forces are in eV/Å.

As for the charge: 0. The lowest unoccupied orbital energy comes out at -0.0502 Eh. As for the molar mass: 417.29 g mol⁻¹. The calculation puts the orbital gap at 5.450 eV. For the energy above the lowest of the compared OMol25 structures with the same formula, charge and spin, the calculation gives 348.5 kJ/mol. The HOMO energy is -6.82 eV.

***

4.
C21H18I2N5OPt | ωB97M-V/def2-TZVPD

```
48
Properties=species:S:1:pos:R:3:forces:R:3:lowdin_charge:R:1
Pt -0.5672 -0.1351 -1.0375 -0.681 0.307 -0.506 1.167
I -3.7696 -1.3850 -4.8318 -0.079 0.033 0.042 0.968
C -4.1754 -0.3605 -3.0688 0.081 -0.129 -0.292 -0.647
C -5.4983 -0.0152 -2.7276 0.036 -0.005 0.019 -0.204
C -5.7785 0.6806 -1.5844 -0.184 -0.002 -0.012 -0.664
I -7.7701 1.1265 -1.1398 0.077 0.015 -0.022 0.959
C -4.7282 1.0661 -0.7170 0.115 0.022 0.096 -0.201
C -4.8671 1.8114 0.4750 0.003 -0.004 0.004 -0.015
C -3.7675 2.1233 1.2270 -0.003 0.114 -0.034 -0.028
C -2.5012 1.6874 0.8108 0.002 -0.045 -0.001 -0.105
N -2.3392 0.9826 -0.2850 0.089 -0.723 0.425 -0.017
C -3.4182 0.6741 -1.0630 -0.049 0.207 0.129 -0.164
C -3.1237 -0.0309 -2.2514 0.025 0.086 0.081 -0.434
O -1.8568 -0.3296 -2.5252 0.447 0.430 0.049 -0.308
H -6.3006 -0.3106 -3.3896 0.021 -0.007 -0.017 0.086
H -5.8501 2.1438 0.7817 -0.008 -0.040 0.003 0.073
H -3.8590 2.6963 2.1388 0.010 0.022 -0.030 0.115
H -1.6087 1.9256 1.3753 -0.016 -0.103 0.070 0.118
N 5.3926 2.3004 -1.8790 -0.033 0.004 -0.024 0.187
C 4.2833 2.3045 -2.1750 -0.063 0.019 -0.017 -0.164
C 2.8826 2.2767 -2.5047 0.053 -0.012 0.089 -0.187
C 2.3198 3.1257 -3.4510 0.029 0.048 -0.047 0.021
C 0.9636 3.0269 -3.7057 0.032 0.028 0.028 -0.010
C 0.2148 2.0953 -3.0105 -0.024 0.016 -0.046 -0.089
N 0.7618 1.2903 -2.0944 0.057 -0.706 -0.278 -0.064
C 2.0654 1.3679 -1.8468 0.068 0.068 0.011 -0.072
H 2.9367 3.8443 -3.9734 0.003 -0.013 -0.005 0.136
H 0.4856 3.6602 -4.4386 -0.001 0.004 0.009 0.123
H -0.8459 1.9743 -3.1878 0.018 -0.052 0.007 0.117
H 2.4737 0.6960 -1.1045 -0.028 0.005 -0.009 0.110
N 0.7436 -0.6657 0.4013 -0.206 0.329 0.224 -0.013
C 1.2602 -1.4564 1.0730 0.258 0.000 0.113 -0.203
N 1.8661 -2.3269 1.8160 -0.040 -0.122 -0.042 -0.072
C 3.2835 -2.6851 1.5887 0.010 0.097 0.060 -0.117
C 4.1289 -2.0964 2.7077 -0.048 -0.068 0.060 -0.171
C 3.6199 -2.5951 4.0611 -0.058 0.050 -0.031 -0.191
C 2.1445 -2.2361 4.2546 0.054 -0.068 -0.041 -0.171
C 1.3012 -2.7765 3.1070 0.058 0.125 0.060 -0.116
H 3.5879 -2.3390 0.6033 -0.054 0.038 -0.016 0.129
H 3.3404 -3.7755 1.6025 -0.013 -0.013 -0.058 0.133
H 4.0645 -1.0051 2.6667 0.065 0.000 -0.019 0.121
H 5.1722 -2.3744 2.5547 -0.002 0.005 0.004 0.121
H 4.2164 -2.1728 4.8690 0.002 -0.004 0.004 0.117
H 3.7362 -3.6827 4.1115 0.025 0.012 0.019 0.120
H 2.0304 -1.1498 4.3070 -0.018 -0.005 0.016 0.120
H 1.7655 -2.6543 5.1880 0.003 0.035 0.018 0.120
H 0.2644 -2.4533 3.1702 -0.013 0.018 -0.043 0.130
H 1.3196 -3.8682 3.1017 -0.019 -0.012 -0.048 0.133
```
Forces are in eV/Å.

As for the charge: +1. The lowest unoccupied orbital energy (alpha / beta) comes out at -0.1503 / -0.1500 Eh. As for the molar mass: 805.30 g mol⁻¹. The calculation puts the orbital gap (alpha / beta) at 6.276 / 6.291 eV. For the energy above the lowest of the compared OMol25 structures with the same formula, charge and spin, the calculation gives 228.3 kJ/mol. The HOMO energy (alpha / beta) is -10.37 / -10.37 eV.

***

5.
C21H18IN2O3OsS3 | ωB97M-V/def2-TZVPD

```
49
Properties=species:S:1:pos:R:3:forces:R:3:lowdin_charge:R:1
Os 0.2091 0.3072 0.3820 0.091 -0.630 -0.253 1.216
O 3.5439 3.3535 0.0702 0.001 0.020 0.004 0.082
C 3.5927 3.3301 -1.2774 0.013 -0.015 -0.063 -0.248
C 4.5139 4.1934 -1.8756 -0.028 -0.015 0.106 -0.001
C 4.6408 4.2439 -3.2434 0.003 0.004 -0.048 -0.058
C 3.8495 3.4354 -4.0625 -0.002 0.000 0.022 -0.075
C 2.9387 2.5865 -3.4839 -0.031 -0.032 0.034 -0.024
C 2.7875 2.5121 -2.0881 0.026 0.035 0.076 -0.082
C 1.7885 1.5914 -1.5349 0.481 0.373 -0.113 -0.383
O 1.7321 1.4472 -0.2047 -0.507 -0.050 -0.071 -0.273
N 1.0089 0.9420 -2.3228 -0.305 -0.251 -0.152 0.056
N 0.1285 0.1157 -1.6329 0.187 0.470 0.855 -0.249
C -0.5909 -0.6527 -2.3790 -0.188 -0.138 -0.068 -0.878
S -0.4841 -0.5406 -4.1030 -0.020 -0.031 -0.037 1.014
C -1.5655 -1.9686 -4.4033 0.009 -0.043 0.003 -0.494
C -2.5827 -2.0471 -3.2842 0.016 0.038 0.075 -0.483
S -1.6914 -1.8207 -1.7126 -0.130 -0.038 -0.221 0.959
H 2.9016 2.6952 0.3731 0.006 -0.010 0.003 0.075
H 5.1177 4.8122 -1.2261 0.008 0.002 -0.005 0.125
H 5.3637 4.9168 -3.6857 -0.002 0.003 0.004 0.113
H 3.9525 3.4759 -5.1374 -0.002 -0.003 -0.003 0.106
H 2.3160 1.9517 -4.0980 -0.005 -0.008 -0.012 0.109
H -0.9561 -2.8701 -4.4522 0.015 0.010 0.009 0.084
H -2.0462 -1.8157 -5.3685 -0.005 0.010 0.003 0.088
H -3.0662 -3.0217 -3.2397 -0.008 0.001 -0.021 0.087
H -3.3418 -1.2720 -3.3754 0.002 0.003 0.001 0.087
C 0.1759 -8.4310 4.2520 0.064 0.085 0.013 -0.046
C 1.4237 -8.7959 3.4998 -0.050 -0.066 0.049 -0.694
O 2.3728 -9.3424 3.9599 0.020 -0.008 0.023 0.077
S 1.3596 -8.5547 1.6664 0.045 -0.094 -0.136 1.050
C 1.1113 -6.8371 1.5002 -0.035 0.095 0.051 -0.523
C 0.4291 -6.3910 0.3582 -0.008 -0.012 0.022 -0.083
C 0.2699 -5.0473 0.1327 0.034 0.129 -0.061 0.001
C 0.7800 -4.1008 1.0458 0.097 -0.288 0.102 -0.239
C 1.4733 -4.5607 2.1862 -0.097 0.107 -0.024 0.010
C 1.6433 -5.9049 2.4047 -0.021 -0.082 -0.006 -0.068
C 0.6180 -2.7385 0.8180 0.051 0.194 -0.041 -0.041
C 0.4663 -1.5275 0.5958 0.018 -0.135 0.122 -0.237
H 0.3552 -8.5781 5.3139 -0.034 0.013 0.017 0.094
H -0.6333 -9.0791 3.9129 0.025 -0.029 0.005 0.095
H -0.1285 -7.4044 4.0547 0.020 0.031 -0.034 0.077
H 0.0252 -7.1134 -0.3383 -0.002 -0.011 0.014 0.112
H -0.2551 -4.6946 -0.7453 0.007 0.000 -0.005 0.111
H 1.8885 -3.8372 2.8746 -0.005 0.001 0.010 0.130
H 2.2166 -6.2411 3.2585 -0.008 -0.023 0.005 0.121
I -1.3333 2.4561 1.2383 -0.036 0.027 -0.019 0.869
C -1.7433 0.3175 1.0095 0.259 0.520 -0.201 -0.721
H -2.5761 0.2479 0.3203 0.020 -0.134 -0.034 -0.035
H -1.9705 -0.0501 2.0068 0.009 -0.027 -0.005 -0.014
```
Forces are in eV/Å.

As for the charge: +1. The lowest unoccupied orbital energy (alpha / beta) comes out at -0.2025 / -0.2026 Eh. As for the molar mass: 759.72 g mol⁻¹. The calculation puts the orbital gap (alpha / beta) at 5.126 / 5.125 eV. For the energy above the lowest of the compared OMol25 structures with the same formula, charge and spin, the calculation gives 0.0 kJ/mol. The HOMO energy (alpha / beta) is -10.64 / -10.64 eV.